<i>
Computed, not measured: the molecule FHN2O2S, with ωB97M-V/def2-TZVPD.

Each line ends with the natural charge from an NBO analysis.
Geometry (Å):
O  -1.62  0.28  0.88  -0.32
N  -0.85  0.54  0.01  0.61
O  -0.59  1.60  -0.50  -0.37
N  0.00  -0.44  -0.45  -0.14
F  -0.44  -1.68  0.22  -0.22
S  1.62  -0.19  -0.76  0.33
H  1.89  -0.11  0.61  0.11

Values from the calculation:
- total charge = 0
- Kohn-Sham gap (Eh) = 0.39499
- SMILES = O=[N+]([O-])N(F)S
- molar mass (g mol⁻¹) = 112.08

---

<ii>
Computed, not measured: the molecule FHN2O2S, with ωB97M-V/def2-TZVPD.

Each line ends with the natural charge from an NBO analysis.
Geometry (Å):
O  -0.18  1.74  0.85  -0.33
N  -0.25  0.71  0.28  0.51
N  -1.16  -0.09  0.04  0.08
F  -2.36  0.32  0.57  -0.20
O  1.07  0.27  -0.24  -0.54
S  1.38  -1.00  -1.22  0.38
H  1.50  -1.95  -0.27  0.09

Values from the calculation:
- total charge = 0
- Kohn-Sham gap (Eh) = 0.37103
- SMILES = [O-]/[N+](=N\F)OS
- molar mass (g mol⁻¹) = 112.08

---

Need the numbers? Relative energies in hartree: <i> 0.0000; <ii> 0.0101.

---

<i>
Computed, not measured: the molecule C5H10O4, with ωB97M-V/def2-TZVPD.

Each line ends with the natural charge from an NBO analysis.
Geometry (Å):
C  2.58  -0.93  0.11  -0.73
C  1.79  0.28  -0.31  0.82
O  2.21  1.39  -0.40  -0.53
O  0.50  -0.04  -0.66  -0.59
C  -0.48  0.16  0.37  0.06
C  -0.81  1.63  0.57  -0.63
C  -1.74  -0.70  -0.02  0.35
O  -2.77  0.09  -0.53  -0.71
O  -1.40  -1.73  -0.88  -0.71
H  2.10  -1.39  0.99  0.24
H  2.58  -1.66  -0.69  0.24
H  3.60  -0.64  0.36  0.24
H  -0.07  -0.26  1.31  0.17
H  -1.11  2.08  -0.38  0.22
H  -1.62  1.73  1.28  0.22
H  0.07  2.16  0.93  0.22
H  -2.15  -1.15  0.88  0.16
H  -2.54  0.38  -1.42  0.47
H  -0.74  -1.40  -1.51  0.48

Values from the calculation:
- total charge = 0
- Kohn-Sham gap (Eh) = 0.41083
- SMILES = CC(=O)O[C@@H](C)C(O)O
- molar mass (g mol⁻¹) = 134.13

---

<ii>
Computed, not measured: a cluster of 2 separate species, C5H10O4 in total, with ωB97M-V/def2-TZVPD.

Each line ends with the natural charge from an NBO analysis.
Geometry (Å):
C  2.55  0.25  -0.27  -0.27
O  1.19  0.09  0.12  -0.52
C  0.50  -0.86  -0.51  0.76
O  1.01  -1.76  -1.15  -0.57
C  -0.94  -0.96  -0.06  0.10
C  -1.34  -0.21  1.18  -0.63
C  -1.91  -1.17  -1.17  -0.09
O  -1.56  -2.21  -0.28  -0.45
H  2.89  1.17  0.22  0.20
H  3.13  -0.63  0.03  0.20
H  2.64  0.39  -1.35  0.20
H  -1.35  0.87  0.98  0.22
H  -2.37  -0.47  1.45  0.23
H  -0.70  -0.45  2.03  0.23
H  -2.93  -0.78  -1.06  0.18
H  -1.54  -1.31  -2.19  0.20
O  0.45  2.88  0.41  -0.95
H  -0.30  3.20  0.95  0.47
H  0.58  1.96  0.66  0.48

Values from the calculation:
- total charge = 0
- Kohn-Sham gap (Eh) = 0.41096
- SMILES = COC(=O)[C@@]1(C)CO1.O
- molar mass (g mol⁻¹) = 134.13

---

Need the numbers? Relative energies in hartree: <i> 0.0000; <ii> 0.0360.